Density functional theory data (the ωB97M-V functional and the def2-TZVPD basis) for a structure of composition C16H24N9O8ReS4.

```
62
Properties=species:S:1:pos:R:3:forces:R:3:nbo_charge:R:1
Re 0.698294 -0.982414 -1.335226 0.051 0.746 0.605 1.48
S 0.753407 0.094600 -3.477578 0.227 -0.137 0.294 -0.01
S 0.864045 -3.673923 0.362780 0.142 0.068 -0.099 2.41
S 5.071652 -0.744583 0.085455 0.043 0.025 0.048 0.20
S -0.503495 -2.976740 -2.699765 -0.034 -0.201 -0.632 2.37
O 0.213524 -2.282349 0.142450 0.333 0.248 0.121 -0.97
O -0.933339 -3.180176 -4.036495 -0.156 -0.006 0.076 -0.88
O -1.149741 -1.792386 -2.000911 0.366 -0.012 0.030 -0.91
O 1.337949 1.897209 1.244846 -0.188 -0.055 -0.185 -0.70
O 0.956352 -2.650303 -2.544997 -0.153 -0.386 -0.223 -0.90
O 2.158283 -3.708942 -0.243837 -0.026 -0.009 -0.005 -0.92
O 0.744399 -4.009798 1.745336 -0.170 0.074 0.071 -0.93
O 0.090431 0.564751 -0.001737 -0.293 -0.219 -0.122 -0.80
N 1.289576 2.347357 -4.806936 0.074 0.098 -0.419 -0.33
N 0.945558 2.785362 -1.392392 -0.179 0.214 0.036 -0.67
N -2.018640 2.996423 0.485380 -0.008 -0.079 0.037 -0.77
N -3.109314 2.841999 2.514929 -0.102 0.045 -0.058 -0.77
N 1.507836 3.687650 -4.741095 -0.007 -0.215 0.031 -0.22
N -0.815196 3.087831 2.444801 -0.231 0.089 0.170 -0.57
N -0.940568 -0.608117 2.288291 -0.036 0.242 0.048 -0.85
N 2.458188 -0.576773 -0.788394 0.336 -0.296 0.118 -0.64
N 1.168519 2.799317 -2.763969 0.062 0.263 0.278 -0.19
C 1.554793 5.287873 -2.841540 0.010 -0.061 0.002 -0.67
C -0.615510 2.919160 3.888245 -0.150 0.067 -0.121 -0.22
C 1.081704 1.777765 -3.624974 -0.249 -0.075 0.055 0.25
C -1.927069 -6.574035 -1.789491 -0.052 -0.135 0.040 -0.19
C -0.539231 -5.956665 0.077134 0.065 0.162 -0.042 -0.17
C -1.972959 2.953554 1.826432 0.041 0.047 0.077 0.69
C 0.388357 -0.007803 2.351087 -0.214 0.070 -0.083 -0.18
C -0.240831 -4.749109 -0.532551 -0.200 0.095 -0.205 -0.34
C 0.635978 0.702887 3.692232 0.040 -0.163 0.067 -0.41
C 1.418426 3.955864 -3.476464 -0.037 0.070 0.080 0.37
C 0.624557 0.898512 1.146231 0.562 -0.325 -0.036 0.84
C -1.646314 -5.368166 -2.411445 0.098 0.106 0.046 -0.17
C -1.377331 -6.866009 -0.553785 -0.050 -0.079 -0.018 -0.16
C -0.537529 1.464280 4.310549 0.010 -0.038 -0.011 -0.43
C 3.605024 -0.654142 -0.404123 -0.480 0.034 -0.278 0.22
C -0.809214 -4.454284 -1.786426 0.126 -0.058 0.286 -0.27
H -1.075485 -1.068572 1.397178 0.090 -0.012 0.035 0.39
H -2.871464 2.738212 0.019366 0.003 -0.036 0.008 0.41
H -1.601652 -7.808204 -0.070531 0.014 0.023 -0.013 0.23
H -1.167618 2.812786 -0.027702 0.062 0.098 -0.048 0.43
H 1.642846 6.040037 -3.620845 -0.002 -0.015 0.008 0.26
H 1.486831 1.371949 3.559230 0.080 -0.066 0.088 0.23
H 0.020604 3.021036 1.873664 0.099 0.056 0.019 0.45
H 0.944449 -0.062857 4.405269 0.017 -0.028 -0.024 0.23
H -1.414759 3.434746 4.423672 0.029 0.112 -0.013 0.20
H 0.614783 1.862855 -1.094788 0.031 -0.048 -0.023 0.41
H 0.307183 3.441092 4.135215 0.016 0.025 -0.033 0.23
H 2.441347 5.331376 -2.205865 -0.029 -0.011 -0.030 0.24
H -0.110876 -6.162550 1.049400 -0.043 -0.031 -0.042 0.26
H -0.427577 1.458258 5.396955 -0.032 -0.013 -0.007 0.23
H 1.815490 2.958393 -0.900914 0.084 -0.093 0.045 0.40
H -1.474672 0.957030 4.070587 0.020 -0.024 0.050 0.22
H -1.014247 -1.333827 2.991478 0.010 -0.052 0.035 0.37
H -3.106983 2.801683 3.516947 0.005 -0.020 0.012 0.42
H 0.683268 5.497495 -2.220322 0.023 -0.003 -0.020 0.25
H -3.991620 2.759661 2.043389 -0.005 -0.022 0.007 0.42
H 1.199683 -0.749456 2.263663 -0.034 -0.060 -0.128 0.22
H -2.053438 -5.130244 -3.383952 -0.013 -0.025 0.030 0.26
H -2.576574 -7.287183 -2.279174 0.008 0.013 0.011 0.23
H 1.299913 1.870606 -5.693971 -0.006 0.014 -0.048 0.44
```
Forces are in eV/Å.

* electronic energy: -92239.1127 eV
* charge: +1
* 2S+1: 2
* gap between HOMO and LUMO (alpha / beta): 6.25 / 6.44 eV

Density functional theory data (the ωB97M-V functional and the def2-TZVPD basis) for a cluster of 4 separate species, C16H24O12 in total in a non-equilibrium geometry.

```
52
Properties=species:S:1:pos:R:3:forces:R:3:nbo_charge:R:1
O 14.324610 1.760806 9.275038 0.278 0.016 -0.098 -0.49
O 9.884112 -1.569843 6.235502 0.245 0.212 -0.151 -0.50
O 10.966070 -2.921355 4.774931 -0.012 0.225 -0.095 -0.57
O 12.330493 -1.220883 9.680275 -0.066 0.224 -0.425 -0.51
O 10.430695 -7.646370 8.846994 -0.324 0.241 0.104 -0.49
O 9.363212 -3.724719 6.131585 0.335 -0.057 -0.287 -0.49
O 15.675295 0.928276 7.725315 -0.164 -0.109 -0.492 -0.50
O 16.506813 1.412851 9.739745 0.067 -0.105 0.282 -0.57
O 13.806426 -2.229351 11.013487 0.007 0.302 -0.152 -0.49
O 10.912088 -5.459530 8.649207 -0.295 0.202 0.183 -0.62
O 9.890469 -6.572401 6.991028 -0.262 0.152 -0.018 -0.48
O 13.100780 -0.164429 11.514449 0.058 0.704 -0.043 -0.56
C 12.824986 2.967592 7.862343 0.074 0.317 0.213 -0.63
C 9.895909 -8.664515 7.997726 0.091 -0.119 -0.051 -0.10
C 13.437143 -3.224099 10.093654 -0.698 -0.724 -1.341 -0.09
C 13.108765 -2.418779 7.681734 -0.321 -0.307 -0.386 -0.65
C 10.454699 -8.371332 5.514331 0.295 0.252 0.546 -0.63
C 12.515854 -2.509698 9.068101 0.463 -0.062 0.213 0.06
C 13.098927 -1.081391 10.773360 -0.073 -1.174 0.735 0.97
C 15.587804 1.363010 8.992751 -0.297 0.375 0.105 0.97
C 9.152392 -1.820379 7.437650 -0.002 0.366 0.798 0.06
C 8.605871 -3.233652 7.210285 -0.402 0.517 0.964 -0.09
C 13.472233 1.639924 8.117390 0.450 -0.715 0.200 0.05
C 10.160403 -2.740591 5.626597 -0.462 -0.486 0.228 0.98
C 9.576037 -7.944751 6.676181 0.568 0.212 -0.109 0.07
C 8.123573 -0.751658 7.746894 -0.697 -0.332 -0.058 -0.63
C 14.452244 1.191219 7.022143 0.377 0.063 0.053 -0.09
C 10.423618 -6.456303 8.210972 0.599 -0.416 -0.234 0.98
H 14.277193 -3.649682 9.542134 0.355 0.266 0.359 0.19
H 13.625921 3.699462 7.730980 -0.097 0.036 -0.240 0.22
H 7.196426 -0.960828 7.203744 0.132 0.332 -0.188 0.21
H 8.529450 -7.963119 6.381976 -0.102 -0.118 0.216 0.20
H 11.501370 -8.381788 5.831573 -0.046 -0.068 0.080 0.21
H 10.693150 -9.399057 7.894305 -0.154 -0.165 -0.202 0.20
H 12.883044 -3.370987 7.190657 0.198 -0.019 -0.003 0.24
H 14.189886 -2.282811 7.659857 -0.008 0.221 0.133 0.22
H 12.181711 2.946015 6.984030 0.012 0.001 -0.042 0.22
H 12.606661 -1.671566 7.062863 0.069 0.133 0.159 0.23
H 12.912672 -4.068862 10.542611 0.017 0.248 0.457 0.20
H 12.256181 3.308723 8.726350 -0.150 -0.196 -0.016 0.23
H 8.748635 -3.828648 8.114084 0.206 -0.246 -0.245 0.20
H 9.858574 -1.810234 8.275654 0.195 -0.138 -0.276 0.18
H 7.846759 -0.783832 8.803647 0.174 -0.196 0.017 0.23
H 11.545938 -2.993554 8.981472 -0.071 0.045 0.285 0.20
H 8.458266 0.267244 7.569975 0.200 -0.088 -0.265 0.24
H 14.641687 1.978901 6.290376 -0.020 -0.014 -0.008 0.18
H 7.530746 -3.221395 7.008117 0.123 -0.042 -0.436 0.18
H 14.173547 0.274269 6.509408 -0.183 0.038 -0.012 0.20
H 12.797506 0.811989 8.337513 -0.344 0.295 0.009 0.20
H 10.189600 -9.380285 5.203991 -0.076 0.095 -0.326 0.22
H 9.026847 -9.131161 8.456468 -0.004 0.116 0.139 0.20
H 10.394019 -7.617969 4.731491 -0.255 -0.310 -0.282 0.24
```
Forces are in eV/Å.

* electronic energy: -41552.2629 eV
* charge: 0
* 2S+1: 1
* gap between HOMO and LUMO: 10.88 eV

Density functional theory data (the ωB97M-V functional and the def2-TZVPD basis) for a cluster of 4 separate species, C16H24O12 in total in a non-equilibrium geometry.

```
52
Properties=species:S:1:pos:R:3:forces:R:3:nbo_charge:R:1
O 14.371786 10.239877 17.407715 0.511 0.131 0.090 -0.56
O 18.241896 6.663384 22.367951 -0.219 0.008 -0.149 -0.59
O 15.597948 8.473401 19.642906 0.347 0.266 -0.121 -0.50
O 18.601433 8.655679 23.337251 -0.004 0.243 -0.338 -0.50
O 20.121387 7.830856 21.940225 -0.395 0.066 -0.204 -0.48
O 16.909526 9.701224 20.942009 0.275 0.154 0.367 -0.51
O 12.319141 11.169549 17.404166 0.034 -0.447 -0.099 -0.49
O 17.117242 5.686627 16.571806 0.223 -0.025 0.045 -0.49
O 17.370630 6.006650 14.372412 -0.087 0.296 -0.257 -0.58
O 15.631278 6.919667 15.495833 -0.159 0.012 -0.413 -0.49
O 12.588356 9.085799 18.093520 -0.421 -0.958 -0.097 -0.51
O 17.563678 9.234909 18.832529 0.040 -0.016 0.130 -0.57
C 13.662282 6.340973 16.743230 0.618 -0.116 0.981 -0.62
C 10.991050 10.659825 17.522757 -0.081 -0.297 0.413 -0.10
C 13.210809 10.159934 17.611774 -0.412 0.711 -0.205 0.97
C 15.099511 6.810299 16.830958 -0.116 0.337 -0.306 0.05
C 13.847120 7.743468 21.123310 0.168 -1.019 0.208 -0.63
C 10.538979 8.786696 19.275789 -0.917 1.084 -0.437 -0.63
C 20.504406 9.216134 22.112407 0.865 -0.441 0.149 0.06
C 19.694408 9.577638 23.338322 -0.023 0.555 0.971 -0.10
C 11.143723 9.178649 17.947474 0.952 0.313 0.287 0.07
C 20.285266 10.004007 20.849614 -1.051 -0.251 -0.522 -0.66
C 18.916966 7.633171 22.510021 0.381 -0.218 0.260 0.97
C 16.046646 5.809811 17.486077 -0.607 -0.161 0.333 -0.09
C 14.814879 8.835713 20.772736 -0.738 0.479 0.637 0.07
C 16.777113 9.152735 19.717722 -0.426 -0.282 -0.236 0.98
C 15.880900 9.179172 21.805453 -0.035 -0.676 -0.603 -0.09
C 16.752247 6.203898 15.366406 0.339 -0.359 0.559 0.98
H 13.475278 7.834088 22.145839 -0.117 0.288 -0.089 0.22
H 10.611615 7.718363 19.440862 0.161 0.000 0.320 0.23
H 19.346977 10.610067 23.397293 -0.318 -0.133 -0.494 0.20
H 21.567409 9.175216 22.352096 -0.043 0.123 0.104 0.20
H 13.014923 7.670394 20.426552 -0.034 0.298 0.009 0.22
H 20.033022 11.041946 21.062257 0.430 0.124 -0.027 0.22
H 13.035709 7.102213 16.291723 -0.112 -0.218 -0.324 0.22
H 14.335883 6.763378 21.091105 0.200 0.158 0.006 0.23
H 21.088694 9.890362 20.126779 0.283 0.250 0.244 0.23
H 15.596090 9.922250 22.540581 0.004 0.118 -0.052 0.20
H 19.411955 9.614485 20.318593 -0.035 0.024 0.164 0.25
H 16.352794 6.139918 18.477420 0.421 0.081 -0.183 0.21
H 9.482277 9.084840 19.267658 -0.033 -0.404 -0.149 0.22
H 15.169474 7.801920 17.275609 0.013 -0.047 0.052 0.23
H 20.237672 9.438387 24.278460 0.186 -0.278 -0.198 0.19
H 16.245591 8.266789 22.282353 0.099 0.114 0.130 0.21
H 10.839811 8.484434 17.164424 0.068 0.052 -0.089 0.19
H 13.659134 5.360996 16.268390 -0.354 0.152 -0.365 0.21
H 14.247652 9.753868 20.563069 0.155 -0.049 -0.342 0.17
H 10.476658 11.208817 18.311385 -0.112 0.195 -0.208 0.19
H 10.944012 9.426110 20.061368 0.408 -0.437 0.147 0.22
H 13.323136 6.189656 17.775126 -0.134 0.065 -0.079 0.21
H 15.572432 4.828391 17.603129 0.000 0.021 -0.077 0.17
H 10.504625 10.759836 16.557305 -0.199 0.114 0.057 0.20
```
Forces are in eV/Å.

* electronic energy: -41552.2881 eV
* charge: 0
* 2S+1: 1
* gap between HOMO and LUMO: 10.59 eV

Density functional theory data (the ωB97M-V functional and the def2-TZVPD basis) for a structure of composition C16H25AlO9 in a non-equilibrium geometry.

```
51
Properties=species:S:1:pos:R:3:forces:R:3:nbo_charge:R:1
Al -18.983617 8.356820 -23.963503 1.167 -0.972 0.464 1.49
O -15.602302 11.494230 -25.378083 0.481 -0.435 0.561 -0.45
O -14.951604 6.681218 -26.488784 -0.374 0.027 -0.100 -0.47
O -16.873198 9.680245 -25.370241 -0.768 -0.734 -0.256 -0.58
O -17.890892 5.746701 -23.257628 -1.009 0.397 0.530 -0.55
O -20.653966 6.552874 -23.011050 0.044 1.944 -0.762 -0.64
O -17.876011 10.795205 -22.833074 -0.594 -1.146 -0.633 -0.61
O -16.937519 7.002956 -25.568584 -0.860 0.005 0.283 -0.62
O -16.757495 3.876137 -23.406361 -0.284 -0.079 0.572 -0.45
O -17.307328 12.889994 -23.214871 0.131 -0.739 -0.730 -0.44
C -14.301326 11.823416 -25.943168 -0.458 0.543 -1.176 -0.08
C -18.146933 2.337951 -22.295976 -1.508 -0.383 0.531 -0.45
C -15.966642 10.319619 -25.868206 -0.612 0.617 0.300 0.83
C -18.722041 3.744106 -22.082164 0.474 0.093 -0.175 -0.51
C -16.182010 6.276080 -26.170635 0.566 0.015 0.135 0.83
C -17.775113 4.577946 -22.928610 0.129 0.221 -0.763 0.83
C -15.027590 4.370072 -27.026654 -0.520 -0.535 0.500 -0.44
C -16.422462 4.854596 -26.637782 0.101 0.970 -0.248 -0.52
C -16.770239 2.524399 -22.853205 0.758 -0.238 0.002 -0.08
C -17.761124 14.220307 -22.980065 -0.054 1.365 0.568 -0.08
C -15.104830 9.910059 -27.066714 -0.532 0.178 1.221 -0.51
C -14.466079 11.260600 -27.343912 0.946 0.166 -0.329 -0.43
C -18.156062 11.973640 -22.753718 0.662 1.556 1.074 0.83
C -14.236256 5.660783 -27.218681 0.729 -0.332 0.037 -0.08
C -19.255955 12.690077 -21.977298 -0.698 -0.634 -0.738 -0.52
C -19.204293 14.105155 -22.519154 0.288 0.442 0.089 -0.44
H -17.135617 14.699219 -22.222139 0.082 -0.496 0.195 0.20
H -19.757936 3.832610 -22.401829 0.100 0.048 -0.384 0.24
H -16.527656 1.845166 -23.666497 -0.096 0.067 -0.057 0.22
H -18.225348 1.786773 -21.360783 0.457 -0.172 -0.087 0.26
H -13.526354 11.317936 -27.893676 0.001 -0.546 -0.015 0.25
H -15.976034 2.433060 -22.112801 -0.022 0.297 0.022 0.21
H -15.706431 9.426561 -27.828875 0.049 0.076 -0.085 0.26
H -13.248826 5.605004 -26.764519 -0.012 -0.019 -0.025 0.21
H -18.773600 1.803115 -23.010278 0.023 0.049 -0.025 0.23
H -19.034593 12.611548 -20.912378 0.093 -0.078 -0.025 0.27
H -14.637150 3.784274 -26.193477 0.237 0.159 -0.003 0.22
H -13.490885 11.374514 -25.372059 -0.163 -0.085 0.161 0.20
H -15.154605 11.909778 -27.886527 -0.146 -0.127 0.009 0.23
H -14.092886 5.983146 -28.249127 -0.341 0.002 -0.033 0.21
H -14.193355 12.902335 -26.001351 -0.086 0.019 0.463 0.22
H -20.823053 5.671347 -22.635437 1.087 -0.202 -0.061 0.47
H -19.376136 14.884596 -21.780154 -0.322 -0.168 0.076 0.25
H -20.206817 12.198718 -22.182183 -0.041 -0.018 0.279 0.24
H -18.736518 4.112023 -21.054528 0.420 -0.083 0.041 0.27
H -17.649361 14.890606 -23.832036 0.072 -0.674 -0.480 0.22
H -15.076731 3.680666 -27.865533 0.255 0.307 -0.258 0.25
H -19.886235 14.264189 -23.352911 -0.076 -0.157 0.053 0.23
H -14.498217 9.155758 -26.551005 0.566 0.026 -0.628 0.26
H -17.067518 4.979679 -27.512086 -0.210 -0.340 0.112 0.25
H -16.912677 4.320389 -25.832343 -0.132 -0.196 -0.200 0.25
```
Forces are in eV/Å.

* electronic energy: -42001.1184 eV
* charge: +2
* 2S+1: 1
* gap between HOMO and LUMO: 3.54 eV